(1)
Entry from the OMol25 dataset: a cluster of 10 separate species, C16H52N6O10 in total in a non-equilibrium geometry (ωB97M-V with the def2-TZVPD basis set).

Values from the calculation:
Max |F| in eV Å⁻¹: 8.21
SMILES: NC(N)=O.NC(N)=O.NC(N)=O.CCO.CCO.CCO.CCO.CCO.CCO.CO
Highest occupied orbital energy in eV: -9.14
Spin multiplicity: 1

Geometry as XYZ:
```
84
Properties=species:S:1:pos:R:3:forces:R:3:lowdin_charge:R:1
H 16.031986 12.438834 25.069025 0.05 -0.17 -0.53 0.071
C 12.570469 15.012672 20.624913 1.37 -1.08 0.01 -0.074
H 8.998330 12.988346 22.380984 -0.06 0.39 0.58 0.118
O 12.205767 18.280005 21.078813 -0.35 0.74 -1.26 -0.142
N 9.484793 13.592431 24.776990 -1.56 6.25 4.69 0.140
N 10.063464 19.036421 23.834812 -2.15 4.84 1.47 0.152
O 10.988142 13.689109 27.052015 -1.04 -0.27 0.74 -0.162
H 10.627365 14.418818 21.461878 0.82 -0.33 -0.37 0.116
H 7.244430 16.685831 27.426739 -0.73 0.23 -0.43 0.075
H 16.409710 16.474954 23.155820 0.13 -0.46 0.45 0.066
H 12.898342 15.424123 21.552912 0.78 0.11 0.90 0.035
H 11.521250 12.313249 21.817827 1.15 0.51 0.17 0.102
C 13.775140 10.302302 27.008351 1.71 -0.91 2.08 -0.079
H 15.908456 14.086432 24.593843 0.91 0.21 -0.03 0.076
H 13.543697 19.713037 20.416784 0.02 1.35 -1.02 0.090
H 10.414375 19.600102 23.027442 -0.41 -1.10 1.37 0.136
C 8.103329 16.762312 28.067225 -0.10 0.54 -0.97 -0.177
O 9.155230 16.047091 27.549116 0.79 -1.80 1.08 -0.125
H 14.224693 18.146934 20.918995 -0.31 0.96 -0.12 0.103
H 13.323581 13.450921 26.156883 0.19 0.82 -0.99 0.028
H 10.473477 14.076834 28.953364 -0.48 0.06 0.19 0.103
H 15.199642 13.628196 22.309883 -0.17 -0.09 0.91 0.110
H 13.726009 18.541062 23.242195 -0.50 0.18 0.16 0.071
C 11.515291 13.966402 20.916059 -0.37 2.69 -0.97 -0.381
C 8.957278 12.721138 28.038216 -1.51 0.78 0.94 -0.091
H 14.823114 19.706296 22.670302 -0.15 0.24 -0.30 0.077
H 10.972389 14.411335 24.426218 1.64 0.76 0.47 0.091
C 15.075792 12.926078 23.169186 0.89 -0.45 -1.63 -0.350
H 14.122883 13.097669 23.618040 -0.81 -0.13 0.10 0.070
H 12.174102 15.874135 20.164645 -0.42 0.71 -1.31 0.039
H 14.204719 11.440384 25.249711 0.93 0.29 0.67 0.090
H 9.568187 19.506638 24.605781 0.33 0.09 -1.05 0.127
H 9.866336 13.639696 25.776388 -1.07 0.69 -0.97 0.107
H 7.835251 16.362507 28.994417 -0.38 -0.89 1.56 0.058
H 16.215420 17.847345 22.174244 -0.16 -0.95 -0.74 0.083
N 12.599479 15.511590 26.050510 2.12 1.41 1.31 0.180
C 13.553366 11.516656 26.132367 -0.92 -2.15 -3.01 -0.345
H 13.169717 20.228942 22.830971 -1.09 1.17 0.87 0.049
H 18.284514 16.614765 21.579717 -0.37 -0.45 -0.87 0.116
O 12.183589 13.024028 21.641234 -0.95 -2.52 0.86 -0.074
H 17.169629 12.959701 23.763990 -0.74 0.32 0.45 0.087
H 8.867568 11.761083 27.460519 0.40 0.99 0.55 0.075
O 13.549025 12.753659 26.748155 0.54 -0.23 2.15 -0.048
H 11.715320 17.956743 22.639454 -0.40 -1.03 0.11 0.059
H 11.026475 12.398563 28.766907 -0.48 0.92 -0.90 0.136
H 8.324307 12.626522 29.020137 1.53 -0.06 -1.51 0.100
H 9.568979 16.437359 26.792273 0.21 0.97 -1.05 -0.009
H 11.173331 13.689736 19.929711 -0.50 -0.97 -0.26 0.107
H 9.718416 11.494379 22.676833 -0.07 -1.35 -0.86 0.099
H 12.643761 11.391863 25.529509 -0.65 -0.14 0.71 0.095
O 10.319115 11.523416 25.073880 -1.97 3.46 -3.98 -0.065
H 17.552153 14.550920 22.495413 -0.07 0.44 0.05 0.045
H 11.482052 16.366848 23.582361 0.01 1.95 -1.33 0.102
N 11.217010 17.368352 23.311206 4.37 -5.39 -1.83 0.189
C 16.142760 13.090993 24.190329 0.43 0.81 0.81 -0.091
H 12.990627 9.948467 27.721878 0.13 0.68 -0.86 0.077
C 12.859580 15.341150 24.743199 5.89 3.82 0.24 -0.678
N 11.933147 14.722291 24.127611 -3.96 -3.66 -4.42 0.166
C 17.335170 16.121113 21.242079 1.26 -0.09 3.61 -0.262
C 10.410811 13.224827 28.286379 -0.51 -1.23 0.59 -0.233
H 8.861208 14.313309 24.351923 0.95 -1.00 0.75 0.173
H 11.873174 14.955076 26.528209 0.27 0.85 -0.09 0.065
C 13.771641 19.413116 22.585380 1.16 -1.61 -1.56 -0.061
H 17.151637 16.267428 20.213997 -0.05 -0.21 -1.17 0.092
H 8.383981 13.541272 27.506187 0.77 -0.92 0.32 0.065
H 15.898673 11.593782 22.001740 -1.12 -0.04 0.88 0.104
H 13.247652 16.137128 26.593126 -1.16 -1.20 -0.95 0.158
C 9.763387 12.476706 24.298618 2.46 -6.81 2.36 -0.677
O 13.918443 15.831827 24.090677 -3.61 -1.72 2.57 -0.081
H 8.332725 17.790952 28.257259 0.20 0.91 -0.11 0.074
O 15.123388 11.608710 22.620041 0.63 -0.43 -0.95 -0.093
H 14.668131 10.439743 27.680325 -0.72 0.56 -0.31 0.081
H 13.480449 14.521866 20.093301 -1.69 1.02 0.73 0.134
C 10.506155 17.864137 24.197603 -5.11 -2.74 5.82 -0.628
N 9.477266 12.379898 23.019761 0.21 -2.05 -2.62 0.177
O 17.418739 14.693045 21.553543 -0.04 0.71 -1.28 -0.104
C 13.477772 18.957129 21.135000 1.22 -2.83 1.46 -0.246
C 16.248304 16.726259 22.121368 0.57 0.75 -0.15 -0.103
H 11.695046 13.088684 26.845618 0.76 -0.89 -0.18 0.041
H 12.108752 14.378008 23.165312 0.39 0.28 1.05 0.094
H 15.356419 16.229767 21.814542 -1.20 0.24 0.08 0.044
H 11.953679 18.046839 20.154115 0.49 0.41 1.12 0.115
H 14.182470 9.382460 26.525311 -0.90 0.81 -0.58 0.081
O 9.975007 17.139305 25.267268 2.31 3.41 -4.45 -0.136
```
Forces are in eV/Å.

(2)
Entry from the OMol25 dataset: a cluster of 10 separate species, H19O10 in total in a non-equilibrium geometry (ωB97M-V with the def2-TZVPD basis set).

Values from the calculation:
Max |F| in eV Å⁻¹: 5.60
Charge: -1
Highest occupied orbital energy in eV: -6.65
Spin multiplicity: 1

Geometry as XYZ:
```
29
Properties=species:S:1:pos:R:3:forces:R:3:lowdin_charge:R:1
H -0.090468 -1.709574 1.225351 -0.13 -0.39 -0.14 0.010
H -2.188442 -0.627669 0.709916 1.00 0.15 -0.06 -0.002
H 1.951740 3.567720 -0.800538 3.73 -1.00 -3.55 0.154
O 2.800897 3.399079 -1.558390 -3.55 2.22 3.72 -0.169
H 0.295471 2.783520 1.691724 -2.29 -0.56 -3.02 0.093
O -3.150205 0.449151 -2.011609 1.09 -1.48 0.95 -0.144
O -2.899949 -0.000530 0.672161 -1.34 1.61 1.05 -0.095
H 0.551467 -1.819373 2.572008 -0.06 -1.31 -1.72 0.100
H 1.409858 -1.580407 -0.045748 1.34 0.83 -2.23 0.051
O 0.632015 0.903603 2.114496 0.60 -1.56 -0.91 -0.222
H 1.273782 0.034852 -2.818242 0.21 0.23 -0.15 -0.004
H -2.545538 0.896931 0.932730 -0.31 -1.85 -0.54 0.072
O 1.953362 -1.328113 -0.887290 -1.04 -1.14 2.28 -0.103
H -0.598855 0.806332 -0.465389 -1.23 2.21 -1.41 -0.097
H -0.508369 -4.140222 1.410096 2.44 0.47 2.32 -0.047
O -0.381899 -0.001599 -0.097253 1.68 -2.47 1.45 -0.333
H 0.273296 0.415356 1.166832 0.45 0.89 1.21 0.028
H -0.439356 1.898853 0.575504 0.24 -0.30 0.60 -0.054
O -0.270530 2.806852 0.805417 1.47 2.37 2.05 -0.129
H 2.833472 2.456625 -1.616050 -0.41 -1.25 -0.19 -0.043
O 1.129457 0.906117 -2.423782 -1.79 -1.76 3.31 -0.180
O -1.123921 -4.154306 0.746084 -3.03 -0.88 -3.07 -0.042
H -3.400173 -0.260836 -1.323224 0.83 1.98 -1.31 0.050
H 0.676158 0.487724 -1.471584 1.71 1.40 -3.04 0.088
O 0.382014 -2.391360 1.744824 0.60 2.48 2.03 -0.105
H 1.500765 1.268364 1.862500 -0.42 -0.56 0.13 0.024
H 2.794204 -1.769985 -0.731849 0.07 -0.01 -0.05 0.028
H -2.148699 0.507214 -1.927334 -1.94 -0.29 -0.05 0.036
H -0.711568 -3.804308 -0.051358 0.07 -0.02 0.34 0.039
```
Forces are in eV/Å.

(3)
Entry from the OMol25 dataset: an isolated molecule of C4H4O3 (ωB97M-V with the def2-TZVPD basis set).

Values from the calculation:
Max |F| in eV Å⁻¹: 0.71
SMILES: CC(=O)C(=O)C=O
Highest occupied orbital energy in eV: -9.84
Spin multiplicity: 1

Geometry as XYZ:
```
11
Properties=species:S:1:pos:R:3:forces:R:3:lowdin_charge:R:1
O 0.973920 1.791868 -1.777292 -0.48 -0.24 0.21 0.102
O -1.174490 -0.661952 -1.179006 0.28 0.36 0.25 0.141
H -1.020689 1.876333 -2.107713 0.00 -0.06 0.07 0.135
O 0.374561 1.182882 1.239793 -0.13 -0.47 -0.26 0.131
C -0.156731 1.426850 -1.583571 0.48 0.39 -0.36 -0.162
C -0.465247 0.205887 -0.728037 -0.28 -0.36 -0.22 -0.270
C 0.302216 -1.232028 1.266958 0.03 -0.01 0.10 0.001
H 1.058860 -1.785639 0.699248 -0.11 0.08 0.04 0.101
C 0.136800 0.137407 0.680505 0.12 0.22 0.31 -0.364
H -0.636022 -1.788430 1.178363 0.13 0.07 -0.01 0.092
H 0.606823 -1.153178 2.310751 -0.03 0.01 -0.13 0.091
```
Forces are in eV/Å.

(4)
Entry from the OMol25 dataset: an isolated molecule of C3H4S4 (ωB97M-V with the def2-TZVPD basis set).

Values from the calculation:
Max |F| in eV Å⁻¹: 0.50
SMILES: CSC(=S)C(=S)S
Highest occupied orbital energy in eV: -8.77
Spin multiplicity: 1

Geometry as XYZ:
```
11
Properties=species:S:1:pos:R:3:forces:R:3:lowdin_charge:R:1
C -0.804080 -1.117039 -1.745748 0.40 -0.20 -0.24 -0.423
C 0.024865 0.276461 0.463609 0.09 0.23 0.02 -1.202
H -0.784716 -1.134662 -2.841780 -0.12 0.14 0.24 0.040
S 1.652617 1.245780 2.531944 -0.08 0.11 -0.21 0.764
S -0.029728 0.431067 -1.259983 0.03 -0.11 0.16 0.858
C 0.681711 1.497433 1.111029 -0.14 -0.29 0.01 -1.311
S -0.564619 -0.976717 1.322945 0.09 0.13 -0.04 0.704
H -1.817772 -1.165224 -1.369081 -0.16 -0.03 0.00 0.031
S 0.469880 2.994547 0.518848 0.02 -0.15 -0.01 0.663
H 1.410366 -0.066802 2.657309 -0.04 -0.10 0.00 -0.158
H -0.238523 -1.984846 -1.389092 -0.08 0.26 0.09 0.035
```
Forces are in eV/Å.

Number 1: LUMO 0.18 eV. Number 2: LUMO 2.91 eV. Number 3: LUMO -0.93 eV. Number 4: LUMO -1.45 eV.